[1]
Molecular formula: C4H12O4
Method: DFT, ωB97M-V with the def2-TZVPD basis set

DFT total energy ... -460.5310 Eh
HOMO-LUMO gap ... 10.544 eV
LUMO ... 0.42 eV
SMILES ... O=CCCCO.O.O
HOMO ... -10.12 eV
Net charge ... 0

Each line ends with the Mulliken charge.
Atoms and positions in Å:
O: -2.248 0.099 1.226  -0.4639
C: -2.318 -1.076 1.465  -0.0430
C: -1.161 -2.014 1.266  -0.6136
C: -0.311 -1.758 0.020  -0.3100
C: 1.056 -2.384 0.170  -0.5307
O: 1.755 -2.404 -1.072  -0.5406
H: -3.245 -1.506 1.893  0.3391
H: -0.553 -1.911 2.174  0.3083
H: -1.495 -3.051 1.326  0.3765
H: -0.781 -2.231 -0.844  0.2633
H: -0.188 -0.680 -0.028  0.2953
H: 1.045 -3.435 0.409  0.3015
H: 1.610 -1.786 0.899  0.3175
H: 1.866 -1.568 -1.535  0.2999
H: 2.729 3.898 -2.182  0.3136
H: 2.222 5.074 -1.350  0.3282
O: 2.361 4.793 -2.271  -0.6456
H: -0.920 4.449 -1.127  0.3267
H: -0.839 3.282 -0.184  0.3116
O: -0.586 4.210 -0.255  -0.6340

Cartesian forces (eV/Å) of the 3 atoms listed first:
-0.1 0.2 -0.1
0.1 0.0 0.0
0.1 -0.6 0.3

***

[2]
Molecular formula: C4H12O4
Method: DFT, ωB97M-V with the def2-TZVPD basis set

DFT total energy ... -460.4325 Eh
HOMO-LUMO gap ... 9.697 eV
LUMO ... 0.41 eV
SMILES ... C=C/C=C/O.O.O.O
HOMO ... -9.29 eV
Net charge ... 0

Each line ends with the Mulliken charge.
Atoms and positions in Å:
C: 1.602 -1.838 -1.399  -0.7802
C: 1.461 -1.269 -0.194  -0.2651
C: 0.801 0.044 -0.248  -0.3215
C: 1.591 1.146 -0.074  -0.0819
O: 1.014 2.519 -0.176  -0.4790
H: 2.051 -2.630 -1.768  0.3792
H: 0.973 -1.514 -2.163  0.2702
H: 1.795 -1.563 0.687  0.5334
H: -0.141 0.255 -0.504  0.0690
H: 2.647 1.163 0.156  0.3449
H: 1.698 3.198 -0.297  0.3111
H: -1.860 -0.361 -1.628  0.3467
H: -1.982 -1.951 -1.515  0.3246
O: -2.479 -1.085 -1.305  -0.6463
H: -1.486 -0.401 3.319  0.3127
H: -0.471 -0.476 2.397  0.3133
O: -0.701 -0.870 3.237  -0.6174
H: -2.287 1.234 0.245  0.2824
H: -1.863 2.497 0.314  0.3117
O: -2.363 1.901 0.916  -0.6080

Cartesian forces (eV/Å) of the 3 atoms listed first:
-2.1 2.4 2.6
-1.5 1.0 -5.1
5.0 2.7 1.7

***

[3]
Molecular formula: C4H12O4
Method: DFT, ωB97M-V with the def2-TZVPD basis set

DFT total energy ... -460.4915 Eh
HOMO-LUMO gap ... 10.280 eV
LUMO ... 0.58 eV
SMILES ... O=CCCCO.O.O
HOMO ... -9.70 eV
Net charge ... 0

Each line ends with the Mulliken charge.
Atoms and positions in Å:
O: -0.834 -0.208 -2.752  -0.5554
C: -0.933 -0.961 -1.809  0.0950
C: -0.780 -0.314 -0.486  0.3483
C: -0.374 -1.346 0.622  -0.6702
C: -0.323 -0.870 2.122  -0.4182
O: -0.492 0.443 2.319  -0.5189
H: -0.789 -2.093 -2.078  0.3421
H: -0.157 0.500 -0.529  -0.2515
H: -1.769 0.187 -0.367  0.2982
H: -1.036 -2.229 0.626  0.3403
H: 0.728 -1.523 0.447  0.2213
H: 0.637 -1.306 2.449  0.2435
H: -1.178 -1.352 2.774  0.2920
H: 0.208 0.999 1.937  0.3670
H: 2.399 0.919 0.566  0.2504
H: 1.364 2.032 0.044  0.2941
O: 1.672 1.424 0.752  -0.6136
H: 0.777 2.734 -2.458  0.2848
H: 0.219 1.104 -2.256  0.3323
O: 0.661 1.860 -1.922  -0.6814

Cartesian forces (eV/Å) of the 3 atoms listed first:
-0.7 -0.3 -1.2
2.6 -0.5 -1.3
-3.1 -3.1 2.2

***

[4]
Molecular formula: C4H12O4P2
Method: DFT, ωB97M-V with the def2-TZVPD basis set

DFT total energy ... -1143.2862 Eh
HOMO-LUMO gap ... 9.305 eV
LUMO ... 0.63 eV
SMILES ... CCPOP(=O)(OC)OC
HOMO ... -8.68 eV
Net charge ... 0

Each line ends with the Mulliken charge.
Atoms and positions in Å:
C: -2.839 -1.161 -0.382  -0.7261
C: 0.948 -1.299 1.835  -0.6474
C: 2.877 1.858 0.463  -0.7411
C: -2.491 0.160 -1.003  -0.5383
O: 1.704 -1.414 -1.118  -0.6133
O: 1.134 -0.088 1.074  -0.2375
O: 2.723 0.791 -0.436  -0.3081
O: 0.099 1.032 -1.195  -0.3929
P: -0.905 0.170 -2.146  0.0558
P: 1.522 -0.171 -0.431  1.0948
H: -1.924 -1.450 0.259  0.0146
H: -3.648 -1.076 0.416  0.2932
H: -3.154 -1.994 -1.031  0.2985
H: 1.248 -1.076 2.878  0.2682
H: 1.367 -2.217 1.371  0.3554
H: -0.136 -1.438 1.773  0.2136
H: 2.200 1.842 1.325  0.2942
H: 2.661 2.789 -0.045  0.2918
H: 3.742 1.761 0.983  0.3834
H: -2.380 0.967 -0.218  0.2965
H: -3.357 0.507 -1.671  0.3375
H: -1.391 1.506 -2.703  0.0071

Cartesian forces (eV/Å) of the 3 atoms listed first:
0.5 -0.7 2.9
-1.4 -0.3 0.1
-3.0 1.1 0.3

***

[5]
Molecular formula: C4H12O4Sn
Method: DFT, ωB97M-V with the def2-TZVPD basis set

DFT total energy ... -674.1682 Eh
HOMO-LUMO gap ... 7.874 eV
LUMO ... -10.08 eV
HOMO ... -17.95 eV
Net charge ... +2

Each line ends with the Mulliken charge.
Atoms and positions in Å:
Sn: 2.496 0.243 -0.760  1.4525
C: -0.217 -1.086 -2.324  -0.4569
C: -0.563 0.289 -1.846  0.1614
O: 0.722 1.024 -1.886  -0.5514
O: 0.537 -1.715 -1.304  -0.4730
H: 0.517 -1.099 -3.134  0.2692
H: -0.976 -1.725 -2.782  0.3650
H: -0.889 0.326 -0.808  -0.1034
H: -1.314 0.846 -2.405  0.4079
H: 0.866 1.486 -2.723  0.3814
H: 0.002 -1.832 -0.500  0.3796
C: -0.328 1.097 1.927  -0.4406
C: 0.001 -0.273 2.466  -0.4870
O: -0.134 -1.272 1.443  -0.4853
O: 0.740 1.587 1.075  -0.3955
H: -0.739 1.687 2.746  0.4489
H: -1.171 0.978 1.244  0.2552
H: -0.770 -0.542 3.202  0.3741
H: 0.865 -0.415 3.123  0.3364
H: -0.721 -1.981 1.722  0.2920
H: 1.077 2.378 1.522  0.2696

Cartesian forces (eV/Å) of the 3 atoms listed first:
-2.1 -0.3 0.4
0.6 -0.7 -1.0
-0.3 0.3 -0.5

***

[6]
Molecular formula: C4H12OS
Method: DFT, ωB97M-V with the def2-TZVPD basis set

DFT total energy ... -632.9843 Eh
HOMO-LUMO gap ... 9.541 eV
LUMO ... 0.88 eV
SMILES ... CCO.CSC
HOMO ... -8.66 eV
Net charge ... 0

Each line ends with the Mulliken charge.
Atoms and positions in Å:
C: -2.986 0.272 -1.046  -0.5455
C: -0.920 1.937 -0.090  0.0451
S: -2.640 2.026 -0.587  -0.1303
H: -3.650 -0.157 -0.301  0.2395
H: -3.455 0.267 -2.021  0.2976
H: -2.012 -0.191 -1.069  0.0701
H: -0.657 2.272 0.916  0.3485
H: -0.312 2.520 -0.778  0.3196
H: -0.521 0.932 -0.177  -0.6180
C: 1.570 -0.698 0.889  0.0378
C: 2.816 -1.429 0.425  -1.1458
O: 0.461 -1.561 0.495  -0.5064
H: 1.446 -0.624 1.965  0.2180
H: 1.534 0.231 0.320  0.2290
H: 3.737 -1.032 0.897  0.3195
H: -0.251 -1.023 0.143  0.2114
H: 3.001 -1.253 -0.635  0.2900
H: 2.838 -2.489 0.654  0.3202

Cartesian forces (eV/Å) of the 3 atoms listed first:
0.0 1.1 0.5
1.0 0.1 -0.2
-0.4 -0.2 0.0

***

[7]
Molecular formula: C4H12OS
Method: DFT, ωB97M-V with the def2-TZVPD basis set

DFT total energy ... -633.0106 Eh
HOMO-LUMO gap ... 9.899 eV
LUMO ... 0.84 eV
SMILES ... CCCCS.O
HOMO ... -9.06 eV
Net charge ... 0

Each line ends with the Mulliken charge.
Atoms and positions in Å:
C: -2.596 2.386 -0.482  -1.2292
C: -2.037 1.029 -0.101  -0.2912
C: -0.565 1.077 0.268  -0.7305
C: -0.003 -0.261 0.858  -0.4825
S: 1.799 -0.366 0.624  -0.2555
H: -3.631 2.277 -0.833  0.3379
H: -1.990 2.852 -1.273  0.3195
H: -2.662 3.162 0.286  0.3198
H: -2.554 0.690 0.812  0.2591
H: -2.141 0.234 -0.856  0.3128
H: 0.063 1.342 -0.604  0.3546
H: -0.270 1.786 1.060  0.3257
H: -0.263 -0.322 1.912  0.3546
H: -0.440 -1.051 0.247  0.3007
H: 2.033 0.937 0.880  0.1080
H: 1.148 -3.492 -2.283  0.3058
H: 1.611 -2.282 -1.667  0.2976
O: 1.402 -3.189 -1.413  -0.6071

Cartesian forces (eV/Å) of the 3 atoms listed first:
-0.4 0.4 -1.0
0.4 0.0 1.6
1.7 -0.3 0.5

***

[8]
Molecular formula: C4H12OS2
Method: DFT, ωB97M-V with the def2-TZVPD basis set

DFT total energy ... -1031.1452 Eh
HOMO-LUMO gap (spin up / spin down) ... 2.594 / 7.511 eV
LUMO (spin up / spin down) ... 3.37 / 3.32 eV
Spin multiplicity ... 2
Expectation value of S² ... 0.75
HOMO (spin up / spin down) ... 0.78 / -4.19 eV
Net charge ... -1

Each line ends with the Mulliken charge.
Atoms and positions in Å:
C: -1.094 0.879 -0.264  -0.0566
C: -2.404 0.419 0.428  -1.2312
C: -0.913 0.275 -1.617  -0.6572
S: -0.473 -1.594 -1.514  -0.5493
S: 1.141 -1.524 -0.128  -0.3814
C: 2.564 -1.245 -1.136  -0.7966
H: -0.273 0.781 0.553  0.0843
H: -1.154 1.986 -0.534  0.2638
H: -3.204 0.745 -0.168  0.3654
H: -2.543 0.758 1.471  0.3382
H: -2.533 -0.644 0.525  0.3421
H: -0.272 0.861 -2.348  0.2834
H: -1.844 0.268 -2.310  0.2178
H: 3.547 -1.245 -0.570  0.2230
H: 2.617 -0.348 -1.737  0.2807
H: 2.483 -2.028 -1.862  0.2733
H: 0.858 0.209 4.131  0.3294
H: 1.806 1.196 3.496  0.3196
O: 1.691 0.250 3.584  -0.6487

Cartesian forces (eV/Å) of the 3 atoms listed first:
-0.1 1.7 1.7
0.9 0.2 0.7
-0.2 -1.5 -2.5

***

[9]
Molecular formula: C4H12OS2
Method: DFT, ωB97M-V with the def2-TZVPD basis set

DFT total energy ... -1031.1631 Eh
HOMO-LUMO gap ... 9.011 eV
LUMO ... 0.10 eV
SMILES ... CCSSCC.O
HOMO ... -8.91 eV
Net charge ... 0

Each line ends with the Mulliken charge.
Atoms and positions in Å:
C: -1.436 0.483 1.583  -0.7897
C: -0.149 1.322 2.186  -0.4924
S: 1.305 0.982 1.172  -0.1818
S: 0.894 1.368 -1.050  -0.1274
C: 0.473 -0.329 -1.615  -0.1558
C: 0.013 -0.010 -3.075  -1.3851
H: -2.272 0.527 2.239  0.3846
H: -1.497 0.978 0.624  0.2515
H: -1.132 -0.564 1.600  0.1758
H: -0.250 2.443 2.365  0.3175
H: 0.103 0.925 3.168  0.3171
H: -0.246 -0.679 -0.894  0.2704
H: 1.241 -0.995 -1.738  0.3742
H: -0.319 -0.803 -3.745  0.3444
H: -0.821 0.640 -2.982  0.4094
H: 0.742 0.653 -3.523  0.3282
H: 1.430 -3.058 1.158  0.2774
H: 1.112 -1.532 1.569  0.2875
O: 0.809 -2.352 0.955  -0.6059

Cartesian forces (eV/Å) of the 3 atoms listed first:
3.1 1.5 1.3
-1.7 0.0 -0.4
0.4 0.4 -1.8

***

[10]
Molecular formula: C4H12OS2
Method: DFT, ωB97M-V with the def2-TZVPD basis set

DFT total energy ... -1031.1722 Eh
HOMO-LUMO gap ... 8.556 eV
LUMO ... 0.66 eV
SMILES ... CCSSCC.O
HOMO ... -7.90 eV
Net charge ... 0

Each line ends with the Mulliken charge.
Atoms and positions in Å:
C: 1.821 0.856 -1.211  -1.0307
C: 1.335 -0.412 -0.578  -0.3369
S: -0.315 -0.815 -1.364  -0.1038
S: -1.342 -1.968 -0.012  -0.0900
C: -0.953 -1.305 1.564  -0.5764
C: -1.198 0.181 1.886  -0.7656
H: 2.775 1.195 -0.784  0.3194
H: 1.080 1.486 -0.738  0.2876
H: 1.774 0.817 -2.306  0.2922
H: 1.106 -0.447 0.470  0.1772
H: 1.981 -1.269 -0.758  0.3693
H: -1.646 -1.721 2.323  0.3196
H: 0.056 -1.541 1.990  0.3891
H: -0.977 0.430 2.938  0.3325
H: -2.132 0.618 1.485  0.3209
H: -0.401 0.804 1.410  0.0946
H: 1.319 5.064 0.157  0.3129
H: 2.401 5.470 0.872  0.3012
O: 1.930 4.624 0.776  -0.6132

Cartesian forces (eV/Å) of the 3 atoms listed first:
-0.5 0.3 1.4
-0.3 -2.7 -1.1
0.4 0.8 -0.1

***

[11]
Molecular formula: C4H12OS2
Method: DFT, ωB97M-V with the def2-TZVPD basis set

DFT total energy ... -1031.1916 Eh
HOMO-LUMO gap ... 9.137 eV
LUMO ... 0.44 eV
SMILES ... CCSCSC.O
HOMO ... -8.69 eV
Net charge ... 0

Each line ends with the Mulliken charge.
Atoms and positions in Å:
S: -0.837 -1.050 1.145  -0.0707
S: 1.923 -2.156 2.306  -0.1150
C: 0.000 0.000 0.000  -0.7276
C: 0.341 -1.167 2.558  -0.6609
C: 0.397 -4.409 3.123  -1.0172
C: 1.114 -3.777 1.862  -0.4228
H: 0.899 -0.469 -0.434  0.2570
H: 0.312 0.878 0.591  0.2236
H: -0.651 0.342 -0.822  0.3185
H: 0.680 -0.157 2.858  0.3650
H: -0.231 -1.596 3.403  0.3132
H: 0.464 -5.504 3.010  0.3535
H: -0.666 -4.129 3.214  0.2569
H: 0.918 -4.117 4.050  0.2957
H: 0.385 -3.675 1.036  0.2813
H: 1.893 -4.493 1.537  0.3494
O: -0.456 -5.803 -4.262  -0.6487
H: -0.366 -4.924 -3.827  0.3235
H: -1.284 -6.181 -3.889  0.3251

Cartesian forces (eV/Å) of the 3 atoms listed first:
-0.3 -0.9 1.0
-1.7 -0.3 -0.6
1.2 0.9 -0.2

***

[12]
Molecular formula: C4H12OS2
Method: DFT, ωB97M-V with the def2-TZVPD basis set

DFT total energy ... -1031.1795 Eh
HOMO-LUMO gap ... 8.608 eV
LUMO ... 0.49 eV
SMILES ... CSCCSC.O
HOMO ... -8.11 eV
Net charge ... 0

Each line ends with the Mulliken charge.
Atoms and positions in Å:
S: -1.514 0.003 2.343  -0.0267
S: -0.902 1.477 -0.397  -0.0856
C: -0.685 -1.377 3.060  -0.7928
C: 0.715 0.680 -0.520  -0.6829
C: -1.890 -0.893 0.750  -0.6081
C: -2.087 0.060 -0.448  -0.7070
H: -1.455 -2.028 3.507  0.2772
H: 0.003 -1.048 3.856  0.3243
H: -0.113 -1.966 2.322  0.2448
H: 1.090 0.707 0.517  0.2141
H: 1.437 1.203 -1.169  0.3020
H: 0.650 -0.373 -0.843  0.2276
H: -0.959 -1.461 0.558  0.1675
H: -2.727 -1.616 0.775  0.4622
H: -1.983 -0.621 -1.315  0.3437
H: -3.135 0.414 -0.421  0.3398
O: 4.837 2.523 -4.205  -0.6463
H: 4.816 1.551 -4.358  0.3234
H: 3.903 2.764 -4.010  0.3227

Cartesian forces (eV/Å) of the 3 atoms listed first:
-0.5 -0.1 -1.3
-1.0 -0.1 -1.2
0.1 -1.1 1.1